Record 1
{"formula": "C4H16O3S", "method": "the ωB97M-V functional and the def2-TZVPD basis", "smiles": "CCCCS.O.O.O", "gap_ev": 10.108, "e_homo_ev": -9.8, "e_tot_ev": -21385.35788, "fmax_ev_per_a": 1.3, "symbols": ["C", "C", "C", "C", "S", "H", "H", "H", "H", "H", "H", "H", "H", "H", "H", "O", "H", "H", "O", "H", "H", "O", "H", "H"], "positions_angstrom": [[-2.59, -0.35, -1.99], [-1.42, 0.54, -1.56], [-0.76, -0.04, -0.30], [0.37, 0.88, 0.14], [1.02, 0.35, 1.77], [-3.10, -0.05, -2.90], [-2.28, -1.39, -2.14], [-3.34, -0.41, -1.20], [-1.78, 1.55, -1.39], [-0.67, 0.52, -2.34], [-0.34, -0.99, -0.66], [-1.46, -0.43, 0.44], [0.05, 1.91, 0.27], [1.17, 0.77, -0.58], [1.90, 1.36, 1.87], [-2.08, 1.38, 2.93], [-1.23, 1.02, 3.20], [-2.01, 1.48, 1.98], [2.15, -2.08, -0.26], [1.84, -1.58, 0.52], [3.06, -2.26, 0.03], [1.68, -0.73, -2.47], [1.79, -1.33, -1.67], [2.41, -1.08, -2.99]]}

---

Record 2
{"formula": "C32H28BrF4N4PRuS2", "method": "the ωB97M-V functional and the def2-TZVPD basis", "charge": 1, "gap_ev": [7.638, 5.756], "spin_multiplicity": 2, "e_homo_ev": [-10.7, -10.9], "e_tot_ev": -154047.46762, "s_squared": 0.768, "fmax_ev_per_a": 1.2, "symbols": ["Ru", "C", "N", "C", "C", "C", "N", "C", "C", "H", "H", "H", "H", "H", "H", "H", "H", "H", "H", "H", "H", "H", "H", "H", "H", "S", "C", "C", "C", "C", "N", "C", "C", "C", "S", "C", "N", "H", "H", "F", "C", "C", "F", "C", "F", "C", "P", "C", "C", "C", "C", "C", "C", "C", "C", "C", "C", "C", "C", "C", "Br", "C", "F", "H", "H", "H", "H", "H", "H", "H", "H", "H", "H"], "positions_angstrom": [[-0.18, 0.11, -0.05], [-0.70, 0.95, 2.94], [0.16, -0.01, 2.21], [-0.19, -1.37, 2.65], [1.56, 0.30, 2.51], [2.47, -0.35, 1.51], [2.12, 0.06, 0.14], [2.60, 1.44, -0.12], [2.78, -0.85, -0.82], [-0.49, 0.91, 4.01], [-1.74, 0.72, 2.78], [-0.50, 1.96, 2.58], [-0.04, -1.47, 3.73], [0.41, -2.11, 2.14], [-1.24, -1.56, 2.43], [1.81, -0.04, 3.52], [1.69, 1.38, 2.48], [2.40, -1.44, 1.57], [3.51, -0.08, 1.72], [3.68, 1.50, 0.07], [2.09, 2.15, 0.52], [2.41, 1.70, -1.15], [3.86, -0.85, -0.66], [2.58, -0.53, -1.83], [2.41, -1.87, -0.68], [0.29, 0.36, -2.33], [-0.35, 1.88, -2.73], [-0.51, 2.26, -4.09], [-0.96, 3.51, -4.41], [-1.17, 3.85, -5.80], [-1.35, 4.11, -6.90], [-1.22, 4.46, -3.38], [-1.08, 4.10, -2.07], [-0.67, 2.79, -1.73], [-0.59, 2.35, -0.08], [-1.63, 5.80, -3.72], [-1.97, 6.86, -3.98], [-0.29, 1.54, -4.87], [-1.29, 4.82, -1.29], [-4.04, -5.99, -0.06], [-3.71, -4.72, -0.09], [-4.68, -3.74, 0.07], [-5.94, -4.09, 0.24], [-4.31, -2.41, 0.04], [-5.29, -1.51, 0.15], [-2.99, -2.00, -0.12], [-2.54, -0.24, -0.15], [-3.42, 0.45, 1.29], [-3.63, 1.83, 1.36], [-4.20, 2.39, 2.49], [-4.54, 1.59, 3.57], [-4.31, 0.22, 3.52], [-3.75, -0.35, 2.39], [-3.47, 0.35, -1.60], [-4.70, 1.01, -1.47], [-5.36, 1.46, -2.60], [-4.81, 1.27, -3.86], [-3.60, 0.59, -3.99], [-2.94, 0.13, -2.86], [-2.05, -3.01, -0.28], [-0.23, -2.61, -0.57], [-2.39, -4.34, -0.27], [-1.47, -5.29, -0.43], [-3.34, 2.46, 0.53], [-4.37, 3.46, 2.52], [-4.99, 2.03, 4.45], [-4.57, -0.41, 4.36], [-3.56, -1.41, 2.37], [-5.15, 1.15, -0.50], [-6.31, 1.97, -2.50], [-5.32, 1.63, -4.74], [-3.18, 0.42, -4.97], [-2.01, -0.41, -2.97]]}

---

Record 3
{"formula": "C40H47F4N4SbSiV", "method": "the ωB97M-V functional and the def2-TZVPD basis", "charge": 1, "gap_ev": [7.854, 8.168], "spin_multiplicity": 3, "e_homo_ev": [-10.6, -10.6], "e_tot_ev": -99173.27777, "s_squared": 2.019, "fmax_ev_per_a": 0.9, "symbols": ["V", "C", "N", "C", "C", "C", "N", "C", "C", "F", "C", "F", "C", "C", "F", "C", "F", "H", "H", "H", "H", "H", "H", "H", "H", "H", "H", "H", "C", "C", "C", "C", "C", "C", "N", "N", "Si", "C", "C", "C", "H", "H", "H", "H", "H", "H", "H", "H", "H", "H", "H", "H", "H", "H", "H", "C", "C", "C", "C", "C", "C", "C", "Sb", "C", "C", "C", "C", "C", "C", "C", "C", "C", "C", "C", "C", "C", "C", "H", "H", "H", "H", "H", "H", "H", "H", "H", "H", "H", "H", "H", "H", "H", "H", "H", "H", "H", "H", "H"], "positions_angstrom": [[0.21, -0.96, -0.95], [1.69, -3.27, -2.82], [1.06, -1.96, -2.98], [0.18, -1.99, -4.16], [2.07, -0.90, -3.13], [2.96, -0.88, -1.90], [2.11, -1.13, -0.74], [2.67, -1.75, 0.38], [1.80, -2.36, 1.27], [0.46, -2.26, 0.98], [2.19, -3.03, 2.41], [1.27, -3.57, 3.20], [3.54, -3.11, 2.72], [4.43, -2.51, 1.85], [5.74, -2.54, 2.12], [4.02, -1.83, 0.71], [4.95, -1.21, -0.03], [2.41, -3.46, -3.62], [0.92, -4.04, -2.86], [2.19, -3.34, -1.86], [0.75, -2.20, -5.07], [-0.31, -1.02, -4.27], [-0.58, -2.76, -4.02], [1.52, 0.05, -3.25], [2.68, -1.03, -4.03], [3.48, 0.08, -1.83], [3.73, -1.65, -1.98], [3.88, -3.62, 3.61], [-0.84, -4.48, -0.49], [-1.67, -3.52, -1.29], [-2.84, -3.90, -1.92], [-3.56, -2.95, -2.63], [-3.12, -1.65, -2.74], [-1.92, -1.30, -2.09], [-1.26, -2.25, -1.38], [-1.26, -0.10, -2.06], [-1.85, 1.32, -2.94], [-1.07, 2.88, -2.30], [-3.70, 1.52, -2.73], [-1.46, 1.19, -4.76], [-0.95, -5.49, -0.88], [-1.17, -4.48, 0.55], [0.21, -4.21, -0.51], [-3.17, -4.93, -1.86], [-4.48, -3.23, -3.13], [-3.67, -0.92, -3.30], [-1.23, 3.00, -1.23], [-1.58, 3.70, -2.80], [-0.02, 2.98, -2.51], [-4.02, 1.32, -1.70], [-4.31, 0.93, -3.40], [-3.93, 2.57, -2.93], [-0.39, 1.06, -4.96], [-1.77, 2.12, -5.24], [-2.00, 0.38, -5.26], [-1.17, 0.47, 4.42], [0.31, 0.37, 4.20], [1.14, 0.16, 5.31], [2.52, 0.10, 5.19], [3.11, 0.26, 3.95], [2.30, 0.46, 2.84], [0.91, 0.50, 2.95], [0.00, 0.91, 1.08], [1.18, 2.61, 0.66], [1.86, 2.60, -0.55], [2.72, 3.61, -0.91], [2.92, 4.67, -0.03], [2.28, 4.67, 1.19], [1.42, 3.64, 1.58], [0.89, 3.65, 2.99], [-1.99, 1.57, 1.38], [-2.31, 2.92, 1.31], [-3.63, 3.34, 1.45], [-4.62, 2.41, 1.67], [-4.31, 1.06, 1.73], [-3.00, 0.61, 1.57], [-2.72, -0.86, 1.61], [-1.39, 0.48, 5.49], [-1.71, -0.38, 3.99], [-1.59, 1.37, 3.98], [0.68, 0.06, 6.28], [3.12, -0.05, 6.07], [4.19, 0.25, 3.84], [2.78, 0.63, 1.88], [1.70, 1.77, -1.25], [3.24, 3.59, -1.86], [3.59, 5.48, -0.29], [2.46, 5.49, 1.88], [0.95, 4.65, 3.41], [1.48, 2.98, 3.62], [-0.14, 3.32, 3.06], [-1.54, 3.65, 1.12], [-3.86, 4.40, 1.39], [-5.65, 2.73, 1.79], [-5.10, 0.34, 1.89], [-3.58, -1.41, 1.99], [-1.87, -1.11, 2.25], [-2.50, -1.24, 0.61]]}

---

Record 4
{"formula": "C4H12N2O", "method": "the ωB97M-V functional and the def2-TZVPD basis", "smiles": "C[C@H](N)CNCO", "gap_ev": 9.401, "e_homo_ev": -8.4, "e_tot_ev": -9368.84889, "fmax_ev_per_a": 4.4, "symbols": ["C", "C", "N", "C", "N", "C", "O", "H", "H", "H", "H", "H", "H", "H", "H", "H", "H", "H", "H"], "positions_angstrom": [[-0.61, -1.92, 1.75], [0.28, -0.67, 1.38], [0.61, 0.35, 2.33], [-0.35, -0.11, 0.03], [0.53, 0.64, -0.75], [0.37, 0.69, -2.16], [-0.85, 1.07, -2.68], [-0.03, -2.44, 2.50], [-0.84, -2.52, 0.89], [-1.55, -1.61, 2.26], [1.15, -1.16, 0.91], [1.31, 0.95, 1.91], [1.00, 0.03, 3.21], [-0.76, -0.93, -0.54], [-1.18, 0.52, 0.48], [1.12, 1.35, -0.34], [0.81, -0.34, -2.55], [1.21, 1.29, -2.57], [-1.38, 1.53, -2.02]]}

---

Record 5
{"formula": "C5H6O", "method": "the ωB97M-V functional and the def2-TZVPD basis", "gap_ev": [9.676, 7.162], "e_homo_ev": [-9.1, -7.9], "e_tot_ev": -7322.72428, "fmax_ev_per_a": 2.8, "symbols": ["C", "C", "C", "C", "C", "O", "H", "H", "H", "H", "H", "H"], "positions_angstrom": [[0.16, -1.36, -0.43], [0.42, -1.66, 0.84], [-0.31, 0.02, -0.72], [0.02, 1.21, 0.02], [0.56, -1.30, 2.15], [0.73, -2.64, 1.73], [-0.07, -2.04, -1.21], [0.10, 0.27, -1.65], [-1.36, 0.12, -0.82], [-0.20, 2.25, -0.35], [0.41, 1.32, 0.99], [1.42, -0.81, 2.48]]}

---

Record 6
{"formula": "FH3N2O", "method": "the ωB97M-V functional and the def2-TZVPD basis", "gap_ev": [9.312, 8.953], "e_homo_ev": [-10.5, -10.3], "e_tot_ev": -7788.93253, "fmax_ev_per_a": 6.1, "symbols": ["N", "N", "O", "F", "H", "H", "H"], "positions_angstrom": [[1.16, -0.04, -0.12], [-1.32, -1.04, -0.29], [-1.89, -0.33, 0.38], [-2.05, 1.28, -0.23], [0.94, 0.86, 0.01], [1.11, -0.43, 0.85], [2.04, -0.30, -0.61]]}